# 1
Molecular formula: C54H42F8O8V2
Method: DFT, ωB97M-V with the def2-TZVPD basis set

Geometry as XYZ:
```
114
Properties=species:S:1:pos:R:3:lowdin_charge:R:1
O 0.745 -2.889 -5.403 -0.30
V 1.465 -2.184 -4.192 1.09
O 2.748 -1.417 -4.712 -0.28
O -0.013 2.866 3.370 -0.31
V 0.259 2.884 1.773 1.02
O 1.336 3.982 1.450 -0.29
C -0.620 0.717 -1.769 0.03
C 0.067 -0.377 -2.230 -0.30
C 0.997 -1.140 -1.345 -0.32
O 1.689 -2.134 -1.779 -0.06
C 1.170 -0.807 -0.047 0.04
C 0.578 0.358 0.479 -0.27
C -0.412 1.228 -0.452 -0.25
O -0.848 2.305 0.021 -0.05
O 0.819 0.888 1.561 -0.04
O -0.174 -0.742 -3.436 -0.04
H -1.358 1.210 -2.384 0.10
H 1.828 -1.397 0.575 0.12
F -4.050 5.216 -4.622 0.07
C -4.177 4.999 -3.305 -0.29
C -3.412 4.006 -2.709 -0.03
C -3.575 3.706 -1.347 -0.05
C -4.414 4.517 -0.575 -0.09
C -5.195 5.493 -1.172 -0.07
C -5.111 5.679 -2.552 -0.01
H -2.691 3.420 -3.261 0.08
H -3.077 2.860 -0.898 0.07
H -4.521 4.277 0.475 0.09
H -5.905 6.026 -0.557 0.11
H -5.699 6.460 -3.017 0.12
F 4.892 -2.454 -2.760 0.06
C 5.411 -3.129 -1.722 -0.28
C 6.554 -3.872 -1.957 -0.01
C 7.317 -4.320 -0.878 -0.09
C 6.871 -4.126 0.406 -0.10
C 5.575 -3.632 0.642 -0.07
C 4.906 -3.029 -0.434 -0.01
H 6.976 -3.967 -2.948 0.12
H 8.306 -4.730 -1.026 0.11
H 7.508 -4.504 1.196 0.10
H 5.162 -3.574 1.638 0.10
H 3.962 -2.546 -0.217 0.09
F 0.302 -6.460 3.904 0.07
C 0.144 -6.069 2.632 -0.28
C -0.901 -6.571 1.862 -0.02
C -1.048 -6.157 0.557 -0.09
C -0.196 -5.173 0.031 -0.10
C 0.809 -4.629 0.809 -0.07
C 0.954 -5.069 2.132 -0.01
H -1.615 -7.307 2.210 0.12
H -1.895 -6.400 -0.069 0.10
H -0.500 -4.745 -0.916 0.10
H 1.419 -3.835 0.398 0.08
H 1.783 -4.736 2.745 0.11
F -6.250 2.101 0.796 0.06
C -5.107 1.591 1.292 -0.30
C -4.780 1.978 2.580 -0.01
C -3.635 1.427 3.165 -0.06
C -2.894 0.493 2.452 -0.10
C -3.193 0.147 1.147 -0.07
C -4.310 0.735 0.560 -0.02
H -5.518 2.601 3.069 0.12
H -3.320 1.686 4.165 0.11
H -2.049 0.062 2.977 0.09
H -2.596 -0.491 0.509 0.11
H -4.495 0.521 -0.486 0.10
F 1.550 -3.905 6.970 0.06
C 1.152 -3.186 5.905 -0.28
C -0.194 -3.219 5.571 -0.02
C -0.633 -2.557 4.437 -0.08
C 0.254 -1.804 3.684 -0.09
C 1.584 -1.745 4.067 -0.08
C 2.064 -2.425 5.175 0.00
H -0.795 -3.874 6.188 0.12
H -1.694 -2.606 4.227 0.11
H -0.120 -1.311 2.797 0.08
H 2.285 -1.138 3.506 0.08
H 3.110 -2.441 5.446 0.11
F 1.958 2.530 -4.293 0.06
C 1.623 3.800 -3.999 -0.29
C 0.360 4.060 -3.523 -0.02
C -0.063 5.364 -3.301 -0.06
C 0.853 6.405 -3.438 -0.08
C 2.187 6.105 -3.722 -0.08
C 2.558 4.807 -4.037 -0.02
H -0.289 3.218 -3.309 0.09
H -1.059 5.565 -2.931 0.09
H 0.640 7.441 -3.213 0.10
H 2.888 6.908 -3.907 0.10
H 3.553 4.530 -4.365 0.12
F 2.589 2.312 3.206 0.03
C 3.452 1.312 3.478 -0.28
C 4.148 0.690 2.453 -0.01
C 5.087 -0.266 2.843 -0.08
C 5.352 -0.555 4.177 -0.08
C 4.524 -0.003 5.159 -0.10
C 3.589 0.925 4.791 -0.03
H 3.952 0.927 1.417 0.12
H 5.621 -0.822 2.081 0.10
H 6.058 -1.334 4.430 0.10
H 4.753 -0.164 6.205 0.11
H 2.930 1.415 5.497 0.13
F -7.126 0.758 -5.462 0.07
C -6.007 0.524 -4.761 -0.28
C -4.820 1.182 -5.020 -0.01
C -3.669 0.922 -4.277 -0.07
C -3.760 -0.052 -3.262 -0.09
C -4.964 -0.667 -2.973 -0.10
C -6.082 -0.399 -3.734 -0.01
H -4.733 1.925 -5.804 0.12
H -2.805 1.555 -4.411 0.09
H -2.858 -0.210 -2.687 0.07
H -5.017 -1.366 -2.147 0.11
H -6.989 -0.957 -3.540 0.12
```

Energy relative to the best compared isomer or geometry (same formula, charge and spin), kcal/mol: 25.6
E_LUMO, eV: -2.432
HOMO, eV: -9.31
Frontier orbital gap, eV: 6.87
Max |F|, eV/A: 3.102
E_tot, Eh: -5371.76182

=====

# 2
Molecular formula: H22O11
Method: DFT, ωB97M-V with the def2-TZVPD basis set

Geometry as XYZ:
```
33
Properties=species:S:1:pos:R:3:nbo_charge:R:1
O -3.675 1.076 -4.050 -0.94
H -3.924 2.000 -4.046 0.47
H -2.915 1.030 -3.470 0.47
O -0.050 -2.191 2.856 -0.94
H 0.697 -2.159 3.454 0.47
H -0.710 -1.632 3.266 0.47
O 2.389 3.497 -0.893 -0.94
H 1.899 4.078 -1.475 0.47
H 3.045 3.089 -1.457 0.47
O -0.443 0.389 -0.434 -0.95
H -0.261 -0.274 0.232 0.48
H 0.262 1.029 -0.335 0.47
O -3.326 3.970 -0.194 -0.94
H -3.073 3.049 -0.256 0.47
H -4.199 3.953 0.199 0.47
O 4.375 0.425 -4.071 -0.93
H 5.198 0.521 -3.592 0.46
H 3.833 -0.129 -3.509 0.47
O -2.371 -4.871 -1.941 -0.94
H -2.827 -4.124 -1.554 0.46
H -1.613 -5.010 -1.373 0.47
O -3.181 0.569 3.750 -0.94
H -3.694 -0.239 3.743 0.47
H -3.812 1.252 3.978 0.47
O 1.479 -5.298 -0.696 -0.94
H 1.907 -4.442 -0.674 0.47
H 1.124 -5.411 0.185 0.47
O 4.137 -1.862 0.080 -0.94
H 4.825 -1.265 -0.214 0.47
H 4.355 -2.049 0.993 0.47
O 0.136 3.739 4.215 -0.94
H -0.431 3.238 3.629 0.47
H 0.847 4.050 3.654 0.47
```

Energy relative to the best compared isomer or geometry (same formula, charge and spin), kcal/mol: 59.6
E_LUMO, eV: -0.190
HOMO, eV: -11.21
Frontier orbital gap, eV: 11.02
Max |F|, eV/A: 0.342
E_tot, Eh: -840.78510
Structure (SMILES): O.O.O.O.O.O.O.O.O.O.O

=====

# 3
Molecular formula: C6H17NO
Method: DFT, ωB97M-V with the def2-TZVPD basis set

Geometry as XYZ:
```
25
Properties=species:S:1:pos:R:3:nbo_charge:R:1
C -1.952 0.363 0.918 -0.28
N -0.712 1.012 0.678 -0.12
C 0.043 0.650 -0.518 -0.29
C 1.186 1.640 -0.781 -0.41
C 2.278 1.609 0.301 -0.64
C -1.777 -1.159 1.295 -0.36
C -1.786 -2.076 0.051 -0.62
H -2.455 0.872 1.744 0.26
H -2.619 0.385 0.051 0.24
H -0.133 0.906 1.520 0.40
H -0.675 0.735 -1.326 0.23
H 0.357 -0.399 -0.438 0.29
H 0.792 2.635 -0.943 0.24
H 1.650 1.255 -1.683 0.22
H 2.753 2.601 0.276 0.25
H 1.970 1.434 1.318 0.20
H 3.141 0.994 0.040 0.23
H -2.505 -1.422 2.055 0.25
H -0.780 -1.237 1.721 0.21
H -2.458 -1.657 -0.685 0.21
H -1.965 -3.106 0.356 0.26
H -0.778 -2.117 -0.348 0.22
H 1.876 -1.679 -2.495 0.48
H 2.390 -0.653 -1.533 0.46
O 2.157 -1.586 -1.575 -0.92
```

Energy relative to the best compared isomer or geometry (same formula, charge and spin), kcal/mol: 14.6
Multiplicity: 2
E_LUMO (alpha / beta), eV: -2.735 / -7.766
HOMO (alpha / beta), eV: -15.11 / -15.13
Frontier orbital gap (alpha / beta), eV: 12.38 / 7.37
⟨S²⟩: 0.75
Max |F|, eV/A: 3.113
E_tot, Eh: -368.47032
Net charge: +1

=====

Which of these has the lowest energy relative to the best compared isomer or geometry (same formula, charge and spin)?
C6H17NO